Entry from OMol25: a structure of composition C49H95BN5O15V in a non-equilibrium geometry (ωB97M-V/def2-TZVPD).

Geometry as XYZ:
```
166
Properties=species:S:1:pos:R:3:forces:R:3:lowdin_charge:R:1
O -5.0495 -0.8931 4.2497 -0.64 -0.46 -2.00 -0.210
V -5.0179 -1.1398 2.6957 2.85 -1.52 2.18 1.213
O -5.0614 -2.6926 2.4591 -0.49 1.78 0.34 -0.221
O 0.4520 0.8422 -2.2936 0.36 0.16 0.29 0.154
C 0.5479 0.5505 -1.1373 -0.39 -0.65 -1.18 -0.395
O -0.3755 0.7260 -0.2265 -0.87 0.00 0.18 0.238
B -0.0202 0.0891 1.0199 0.98 0.96 -1.69 -0.850
O 1.3470 -0.5102 0.7557 -1.05 -0.05 1.30 0.216
C 1.7024 -0.2050 -0.4783 0.90 1.38 -0.94 -0.391
O 2.7767 -0.2925 -1.0072 -0.22 -0.80 0.63 0.156
O -1.0579 -0.9167 1.3442 -0.71 -0.60 1.65 0.273
C -1.5859 -0.6110 2.4933 1.15 1.50 -0.54 -0.332
O -2.5276 -1.1270 3.0610 -2.36 -0.55 -0.31 0.059
C -0.9480 0.7638 3.0212 0.03 -0.29 -1.71 -0.352
O -0.1697 1.1528 2.0264 0.73 -0.81 1.20 0.243
O -1.2798 1.3981 3.9662 -0.20 -0.27 0.59 0.176
C -2.5989 7.1157 7.3947 0.81 -0.01 0.69 -0.039
C -2.5930 6.0346 6.3235 -0.35 0.13 -0.06 -0.477
C -1.8478 4.7972 6.8342 -0.48 -0.75 2.50 -0.152
C -2.0998 3.5004 6.1026 1.50 0.82 -1.16 -0.201
C -3.5715 3.1637 6.1100 0.26 -0.73 -1.19 -0.127
C -4.4869 4.3228 5.6613 0.01 0.01 -1.28 -0.494
N -4.0293 5.6095 6.2008 0.75 -0.64 1.13 -0.110
O -4.9506 6.6447 6.0465 0.14 0.18 -0.66 -0.019
C -4.4735 4.3821 4.1070 -0.29 0.19 0.75 -0.029
C -5.9342 4.0289 6.0658 0.15 0.62 1.07 -0.037
C -1.8621 6.5471 5.0561 -1.43 -0.38 -1.22 -0.034
H -2.7497 6.6292 8.3603 -0.09 0.17 0.06 0.083
H -3.3355 7.9091 7.2992 -0.14 -0.23 -0.40 0.078
H -1.6210 7.6048 7.4185 0.06 -0.07 0.05 0.087
H -0.8056 4.9763 7.1068 0.15 0.29 -0.73 0.127
H -2.2655 4.5778 7.8303 -0.14 0.41 0.09 0.118
H -1.4512 2.6616 6.3682 -0.34 0.05 0.98 0.114
H -1.6195 3.6446 5.1221 -1.05 -0.03 -0.55 0.100
H -3.9042 2.6428 7.0100 0.11 0.69 0.48 0.121
H -3.6417 2.3520 5.3733 -0.43 0.15 -0.18 0.105
H -4.8870 3.4290 3.7741 0.41 0.02 -0.53 0.074
H -5.1426 5.1697 3.7501 -0.07 0.01 0.02 0.082
H -3.4745 4.6357 3.7653 -0.03 -0.61 -0.37 0.047
H -6.5592 4.9049 5.8989 -0.05 -0.10 -0.25 0.076
H -6.3662 3.1620 5.5683 0.22 -0.04 -0.15 0.079
H -5.9701 3.8609 7.1458 -0.03 -0.13 -0.01 0.087
H -0.7756 6.4915 5.0303 0.00 -0.13 0.53 0.090
H -2.1383 7.5456 4.7047 -0.09 0.20 0.54 0.086
H -2.2285 5.9223 4.2379 0.45 -0.10 -0.09 0.038
H -4.9028 6.9351 5.1193 -0.04 0.03 0.07 0.103
C -0.5443 6.2831 1.8066 1.38 -0.19 -0.58 -0.021
C -1.2063 5.8093 0.4590 -0.41 1.00 1.01 -0.496
C -1.5570 7.0578 -0.3724 0.67 1.28 0.04 -0.136
C -0.3428 7.6459 -1.1091 -0.23 -1.34 -0.03 -0.180
C 0.3623 6.5221 -1.8746 -0.75 0.14 -0.46 -0.150
C 0.7165 5.2037 -1.1108 0.40 2.35 -0.98 -0.487
N -0.4874 4.8462 -0.3643 -0.32 -0.25 0.57 -0.069
O -0.2884 3.7120 0.4672 0.54 -0.22 -0.58 -0.017
C 0.9356 4.1541 -2.2237 0.76 0.41 1.28 -0.022
C 1.9865 5.5137 -0.2682 0.14 -1.24 -1.13 -0.008
C -2.5180 5.2019 0.8975 -1.64 -0.28 0.07 -0.060
H -1.2342 6.7619 2.4948 -0.24 0.17 -0.37 0.052
H 0.2982 6.9566 1.6207 -0.19 0.24 -0.06 0.074
H -0.0791 5.4876 2.3966 -0.30 -0.36 -0.23 0.080
H -2.3736 6.9309 -1.0843 0.03 -0.55 0.02 0.120
H -1.8768 7.8579 0.3030 -0.34 -0.30 0.23 0.116
H 0.3302 8.1394 -0.4047 0.07 -0.02 -0.02 0.100
H -0.6327 8.3707 -1.8708 -0.18 0.22 0.26 0.110
H 1.1400 7.0643 -2.4218 0.77 -0.93 0.20 0.122
H -0.2907 6.1434 -2.6678 -0.36 0.47 0.00 0.110
H 1.7864 4.4324 -2.8488 0.08 0.12 0.12 0.091
H 1.2008 3.2433 -1.6899 -0.36 -0.45 -0.62 0.073
H 0.0655 4.1162 -2.8714 -0.17 -0.55 0.28 0.085
H 2.0317 4.8594 0.6034 0.23 0.55 0.40 0.072
H 2.8387 5.2080 -0.8831 0.03 -0.11 0.07 0.084
H 2.1646 6.5755 -0.1210 -0.42 -0.03 0.71 0.077
H -2.5319 4.3880 1.6247 0.79 -0.13 -0.16 0.069
H -3.1161 4.8604 0.0471 0.17 0.01 -0.10 0.091
H -3.1190 5.9663 1.4030 0.07 0.22 -0.20 0.082
H 0.5311 3.8824 0.9586 -0.17 -0.11 0.16 0.075
C 0.8104 -4.5036 0.0829 -1.03 -0.08 -0.05 -0.023
C 0.6210 -5.2014 1.4470 0.02 -1.27 -0.01 -0.457
C 1.4744 -4.3412 2.4455 0.57 -0.65 -0.36 -0.131
C 1.1013 -4.4310 3.9027 -0.78 0.41 0.40 -0.175
C -0.4050 -4.2107 4.0796 1.03 -0.27 -0.15 -0.128
C -1.2266 -5.2320 3.2984 0.16 -0.64 -1.66 -0.504
N -0.7695 -5.3104 1.8875 0.56 2.95 0.35 -0.140
O -1.6021 -6.0115 1.0092 0.03 -0.23 0.30 0.004
C -1.1594 -6.6552 3.8862 -0.67 1.05 1.45 -0.019
C -2.6726 -4.7378 3.3029 0.16 -0.31 1.08 -0.050
C 1.2349 -6.6308 1.3173 1.46 0.38 1.07 -0.025
H 0.0495 -3.7335 -0.0758 0.11 0.20 0.33 0.083
H 0.6680 -5.1817 -0.7591 0.36 -0.12 0.04 0.079
H 1.7858 -4.0237 0.0750 0.10 -0.16 -0.38 0.061
H 2.5191 -4.6769 2.4403 -0.12 -0.34 -0.52 0.114
H 1.6101 -3.3489 2.0104 -0.78 0.38 0.55 0.109
H 1.6167 -3.6492 4.4654 0.19 -0.14 0.03 0.116
H 1.4196 -5.3978 4.2978 -0.04 0.00 0.07 0.107
H -0.5489 -3.1802 3.7442 -0.59 -0.10 -0.24 0.111
H -0.7113 -4.2396 5.1275 0.04 -0.14 0.03 0.126
H -0.2140 -6.8436 4.3928 0.13 -0.19 -0.31 0.072
H -1.9147 -6.6145 4.6810 0.06 -0.65 0.11 0.080
H -1.4201 -7.4313 3.1735 0.06 0.10 -0.12 0.085
H -2.9196 -4.5127 4.3464 -0.12 -0.21 0.06 0.090
H -2.7878 -3.7699 2.8194 -0.03 -0.30 -0.62 0.052
H -3.3234 -5.5582 2.9998 -0.31 0.45 -0.42 0.091
H 1.0725 -7.2383 0.4302 -0.24 0.51 -0.29 0.078
H 1.0834 -7.3093 2.1619 -0.55 0.33 0.19 0.074
H 2.2934 -6.3790 1.4385 0.23 -0.71 -0.69 0.051
H -2.2345 -5.3337 0.7409 0.02 -0.19 -0.24 0.100
C 0.5883 2.0617 -5.3886 -0.27 0.46 0.21 -0.047
C 0.1462 0.7154 -5.9477 0.48 0.82 -2.01 -0.485
C 1.4138 -0.1666 -6.0543 -0.61 -0.60 1.51 -0.137
C 1.1443 -1.6250 -6.3958 0.14 0.20 -0.61 -0.185
C 0.0669 -2.1585 -5.4606 0.69 -0.35 -0.42 -0.137
C -1.2010 -1.2828 -5.4708 0.12 -0.72 1.93 -0.494
N -0.8457 0.1052 -5.0635 1.09 -1.56 -0.38 -0.094
O -1.9904 0.8778 -4.8370 -0.09 0.07 -0.91 -0.009
C -1.9869 -1.4580 -6.7637 -0.34 -0.37 -0.19 -0.035
C -2.0439 -1.8680 -4.3237 -0.66 0.28 0.73 -0.048
C -0.2928 0.9564 -7.4457 -0.26 0.42 -0.55 -0.034
H 1.3329 2.5225 -6.0401 0.09 -0.18 -0.03 0.085
H -0.2514 2.7601 -5.3562 -0.05 -0.08 0.09 0.083
H 1.0006 1.9795 -4.3838 -0.08 -0.16 0.01 0.062
H 2.1526 0.2283 -6.7494 -0.12 0.46 0.14 0.126
H 1.7825 -0.1543 -5.0214 0.56 0.01 -0.17 0.125
H 0.8855 -1.7116 -7.4580 -0.47 0.02 0.08 0.100
H 2.1014 -2.1549 -6.3810 -0.13 -0.24 0.54 0.098
H 0.4874 -2.2769 -4.4582 -0.10 0.72 0.17 0.116
H -0.1964 -3.2032 -5.6592 -0.26 0.13 -0.55 0.120
H -2.4014 -2.4685 -6.7670 0.06 -0.03 0.01 0.087
H -1.3955 -1.3665 -7.6690 0.04 0.19 0.00 0.070
H -2.8646 -0.8076 -6.8208 0.11 0.14 -0.06 0.082
H -1.5548 -1.9276 -3.3474 0.64 0.25 -0.30 0.081
H -2.3693 -2.8919 -4.5172 -0.16 0.12 -0.34 0.082
H -2.8934 -1.2183 -4.0997 -0.26 -0.25 -0.36 0.076
H -1.3593 0.9150 -7.6740 -0.11 0.14 0.38 0.064
H 0.0498 1.9257 -7.8198 -0.10 0.17 0.41 0.075
H 0.1508 0.2891 -8.1900 0.06 -0.45 0.43 0.070
H -2.5008 0.8075 -5.6670 -0.05 0.35 0.24 0.085
C 2.9811 -5.7762 -4.9507 0.25 -1.29 0.40 -0.032
C 4.1652 -5.2871 -4.1172 0.90 1.64 0.21 -0.509
C 3.8449 -3.7855 -3.8657 0.59 0.88 0.98 -0.127
C 4.7582 -3.0627 -2.8230 -0.16 -1.11 -0.68 -0.157
C 4.7416 -3.8784 -1.5447 1.07 -0.68 0.12 -0.134
C 5.1192 -5.3924 -1.7117 -0.08 2.12 -0.24 -0.492
N 4.2814 -5.9094 -2.8080 -1.21 -0.34 1.39 -0.098
O 4.3074 -7.3336 -2.8234 0.21 0.14 -0.56 -0.019
C 6.6272 -5.4617 -2.0075 -0.09 -0.48 0.57 -0.031
C 4.8255 -6.0626 -0.3633 -0.02 -0.12 -0.12 -0.028
C 5.4569 -5.3504 -4.9452 0.45 -0.78 -0.82 -0.037
H 2.1926 -6.1429 -4.2911 -0.11 0.17 -0.03 0.085
H 3.2977 -6.6205 -5.5672 -0.15 -0.03 -0.05 0.082
H 2.5835 -4.9995 -5.6000 0.12 0.11 0.04 0.075
H 3.9631 -3.2695 -4.8193 -0.36 -0.01 -0.11 0.110
H 2.8228 -3.7035 -3.4910 -0.18 -0.02 -0.27 0.114
H 4.4988 -2.0315 -2.5831 -0.49 -0.04 -0.31 0.103
H 5.7519 -2.9999 -3.2751 0.19 -0.09 0.29 0.096
H 3.7756 -3.8122 -1.0445 -0.05 0.12 -0.05 0.098
H 5.5341 -3.5210 -0.8805 -0.34 0.33 0.28 0.120
H 6.8720 -6.5165 -2.1506 0.28 0.14 -0.57 0.090
H 6.8953 -4.7950 -2.8206 0.10 -0.44 -0.24 0.056
H 7.2391 -5.1402 -1.1608 -0.28 0.06 0.20 0.083
H 3.8664 -5.7984 0.0867 -0.43 -0.33 -0.71 0.054
H 4.9519 -7.1351 -0.5035 -0.17 -0.08 0.46 0.082
H 5.4803 -5.7149 0.4394 0.60 -0.04 -0.45 0.089
H 5.2228 -5.2617 -6.0100 -0.01 0.36 0.03 0.082
H 5.9770 -6.3123 -4.8910 -0.35 -0.18 0.30 0.088
H 6.2326 -4.6304 -4.6903 -0.33 0.29 0.01 0.062
H 3.4917 -7.5421 -2.3566 0.02 -0.19 -0.11 0.097
```
Positions in Å, forces in eV/Å.

Results
Gap between HOMO and LUMO, eV: 2.9
Energy, Eh: -4295.03541
Net charge: 0
HOMO energy, eV: -7.68